Entry 1:
Formula: C2H4O4
Source: the OMol25 dataset
Level of theory: ωB97M-V/def2-TZVPD

Geometry as XYZ:
```
10
C2H4O4 ωB97M-V/def2-TZVPD
C 0.53908 0.63442 -1.01070
C -0.16821 -0.14567 0.12318
O 0.54921 1.83048 -1.05641
O -0.88810 0.67048 1.02330
O -0.92325 -1.18069 -0.36622
O 0.78587 -0.75078 0.88972
H 1.15680 -0.10251 -1.54850
H -1.55628 1.30375 0.52783
H -0.43633 -2.02927 -0.37854
H 0.94121 -0.23021 1.79634
```

Computed properties:
SMILES = O=CC(O)(O)O
energy relative to the best compared isomer or geometry (same formula, charge and spin) = 39.2 kcal per mole
HOMO energy = -0.3696 hartree
HOMO-LUMO gap = 10.64 eV
electronic energy = -379.5359 a.u.
E_LUMO = 0.0214 Eh

=====

Entry 2:
Formula: C2H4O4S
Source: the OMol25 dataset
Level of theory: ωB97M-V/def2-TZVPD

Geometry as XYZ:
```
11
C2H4O4S ωB97M-V/def2-TZVPD
C 1.39637 -0.83291 1.70634
C -1.46347 1.24281 -0.50548
O 2.58221 -1.66296 -0.68653
O 0.13243 -1.91809 -0.05597
O 2.19925 -1.66294 1.82050
O -1.09952 2.14848 -1.22995
S 1.25519 -0.82483 -0.50424
H -2.07328 1.54077 0.36694
H -1.20832 0.18705 -0.71211
H 2.95232 -1.94896 0.20614
H -0.26352 -2.30626 -0.87170
```

Computed properties:
energy relative to the best compared isomer or geometry (same formula, charge and spin) = 60.3 kcal per mole
HOMO energy = -0.3312 hartree
HOMO-LUMO gap = 9.15 eV
electronic energy = -777.6466 a.u.
E_LUMO = 0.0052 Eh

=====

Entry 3:
Formula: C2H4OS
Source: the OMol25 dataset
Level of theory: ωB97M-V/def2-TZVPD

Geometry as XYZ:
```
8
C2H4OS ωB97M-V/def2-TZVPD
C -1.06643 0.57144 -1.03868
C 0.48021 -0.44896 0.24462
O -0.30829 0.50909 -0.07209
S 1.84662 -0.26569 1.34926
H -1.67294 1.45506 -1.00657
H -1.13790 -0.32678 -1.64814
H 0.41041 -1.25858 -0.41947
H 1.44833 -0.23558 2.59107
```

Computed properties:
energy relative to the best compared isomer or geometry (same formula, charge and spin) = 95.2 kcal per mole
HOMO energy (spin up / spin down) = -0.2767 / -0.2788 hartree
HOMO-LUMO gap (spin up / spin down) = 7.89 / 8.15 eV
electronic energy = -551.8769 a.u.
E_LUMO (spin up / spin down) = 0.0131 / 0.0209 Eh

=====

Entry 4:
Formula: C2H4OS
Source: the OMol25 dataset
Level of theory: ωB97M-V/def2-TZVPD

Geometry as XYZ:
```
8
C2H4OS ωB97M-V/def2-TZVPD
C 0.11620 -1.19334 1.04014
C -0.25270 -0.20306 -0.06539
H 1.31668 -1.74638 0.41505
H 0.44889 -0.32930 2.29370
H -0.88724 -2.12571 1.24585
H -2.04830 -0.48235 0.35191
O -1.57410 0.08799 -0.21814
S 0.91136 0.77239 -0.52562
```

Computed properties:
energy relative to the best compared isomer or geometry (same formula, charge and spin) = 108.7 kcal per mole
HOMO energy = -0.3241 hartree
HOMO-LUMO gap = 8.42 eV
electronic energy = -551.8554 a.u.
E_LUMO = -0.0149 Eh

=====

Entry 5:
Formula: C2H4OS
Source: the OMol25 dataset
Level of theory: ωB97M-V/def2-TZVPD

Geometry as XYZ:
```
8
C2H4OS ωB97M-V/def2-TZVPD
C -0.16396 -0.19578 -0.59358
C -0.08051 0.42483 0.82031
O 0.35112 -1.42107 -0.71556
S 1.35012 -0.43324 -1.66410
H -1.10933 -0.05656 -1.28185
H -1.12990 0.57914 1.22782
H 0.28694 1.39597 0.85092
H 0.49553 -0.29329 1.35605
```

Computed properties:
SMILES = C[C@@H]1OS1
energy relative to the best compared isomer or geometry (same formula, charge and spin) = 49.6 kcal per mole
HOMO energy = -0.3220 hartree
HOMO-LUMO gap = 9.26 eV
electronic energy = -551.9497 a.u.
E_LUMO = 0.0183 Eh

=====

Entry 6:
Formula: C2H4OS2
Source: the OMol25 dataset
Level of theory: ωB97M-V/def2-TZVPD

Geometry as XYZ:
```
9
C2H4OS2 ωB97M-V/def2-TZVPD
C -0.21104 -0.93227 0.22269
C 0.70608 0.26241 0.07035
H -1.71273 -0.03182 -0.71493
H -0.13816 -1.26898 1.25329
H 0.22587 -1.71565 -0.34706
H 0.55454 2.56305 -0.64532
O -1.56190 -0.68884 -0.04376
S -0.19610 1.77418 0.17392
S 2.33344 0.03792 0.03081
```

Computed properties:
SMILES = OCC(=S)S
energy relative to the best compared isomer or geometry (same formula, charge and spin) = 17.4 kcal per mole
HOMO energy = -0.3311 hartree
HOMO-LUMO gap = 8.35 eV
electronic energy = -950.1810 a.u.
E_LUMO = -0.0242 Eh

=====

Entry 7:
Formula: C2H4OS2
Source: the OMol25 dataset
Level of theory: ωB97M-V/def2-TZVPD

Geometry as XYZ:
```
9
C2H4OS2 ωB97M-V/def2-TZVPD
C -1.17762 1.28368 0.15183
C 1.04143 -0.74530 -0.14105
O 2.04898 -1.49915 -0.42387
S -1.71920 -0.00026 1.06012
S 0.83296 0.71798 -0.91712
H -1.90748 1.52272 -0.75182
H -1.02560 2.15138 0.63543
H 0.28535 -1.02855 0.61909
H 1.62120 -2.40250 -0.23262
```

Computed properties:
energy relative to the best compared isomer or geometry (same formula, charge and spin) = 62.3 kcal per mole
HOMO energy = -0.2897 hartree
HOMO-LUMO gap = 7.41 eV
electronic energy = -950.1093 a.u.
E_LUMO = -0.0173 Eh

=====

Entry 8:
Formula: C2H4OS2
Source: the OMol25 dataset
Level of theory: ωB97M-V/def2-TZVPD

Geometry as XYZ:
```
9
C2H4OS2 ωB97M-V/def2-TZVPD
C -0.13403 1.01458 0.09460
C 0.01433 -0.49277 0.52722
H 1.74323 1.64850 -1.54848
H 0.67477 1.67616 0.53696
H -1.17360 1.23044 0.18816
H -0.78384 -0.41344 -1.17118
O -0.62721 -1.21001 -0.42559
S 0.06357 1.20130 -1.80873
S 0.26615 -1.05082 1.91300
```

Computed properties:
energy relative to the best compared isomer or geometry (same formula, charge and spin) = 63.0 kcal per mole
HOMO energy = -0.3269 hartree
HOMO-LUMO gap = 7.89 eV
electronic energy = -950.1084 a.u.
E_LUMO = -0.0368 Eh